Record 1
19
Properties=species:S:1:pos:R:3:nbo_charge:R:1 method="wB97M-V/def2-TZVPD" charge=+1 relative_energy_ev=1.900 orbital_gap_ha="0.17715 / 0.15151" lumo_ha="-0.103 / -0.344" multiplicity=9
Fe -20.273 -2.474 19.144 0.0774
Br -16.703 -1.059 17.765 0.0082
C -23.580 0.952 16.514 -0.6314
C -22.509 0.427 17.483 -0.1107
C -22.436 1.315 18.786 -0.0942
O -21.595 0.669 19.771 -0.3393
C -21.493 1.308 21.042 -0.2832
N -22.872 -0.974 17.795 -0.4853
H -23.651 2.030 16.363 0.2667
H -24.575 0.749 16.909 0.2179
H -23.550 0.518 15.515 0.2489
H -21.562 0.449 16.944 0.2399
H -23.390 1.559 19.252 0.2085
H -22.036 2.306 18.570 0.2345
H -20.825 0.636 21.581 0.2325
H -22.471 1.435 21.505 0.2108
H -21.002 2.280 21.006 0.2247
H -23.829 -0.926 18.111 0.3783
H -23.010 -1.444 16.911 0.3959

---

Record 2
17
Properties=species:S:1:pos:R:3:nbo_charge:R:1 method="wB97M-V/def2-TZVPD" charge=+1 relative_energy_ev=3.347 orbital_gap_ha="0.31562 / 0.26960" lumo_ha="-0.208 / -0.239" multiplicity=1
C 0.780 -0.924 -0.715 -0.9039
C -1.893 -0.461 0.533 -1.0010
C -0.501 1.667 -1.087 -0.9128
C 0.707 0.671 1.488 -0.5981
P -0.300 0.313 0.153 1.4694
Br 3.660 -3.277 0.428 0.0083
H 1.125 -1.912 -0.344 0.2985
H 1.608 -0.244 -0.820 0.2388
H 0.339 -0.936 -1.653 0.2407
H -1.898 -1.352 1.280 0.2963
H -2.279 -0.950 -0.415 0.2942
H -2.455 0.254 1.170 0.2831
H -0.446 1.327 -2.049 0.2663
H 0.482 2.134 -0.934 0.2582
H -1.179 2.470 -0.800 0.2889
H 0.583 0.098 2.346 0.2314
H 1.667 1.124 1.420 0.2417

---

Record 3
22
Properties=species:S:1:pos:R:3:lowdin_spin:R:1 method="wB97M-V/def2-TZVPD" charge=-2 orbital_gap_ha="0.13449 / 0.21523" lumo_ha="0.202 / 0.193" multiplicity=4
Tl 2.145 0.322 -1.035 0.4756
Cl -0.295 -0.237 -1.411 0.1507
C 3.881 -0.532 0.023 0.1613
C 2.810 2.069 -2.266 0.0923
H 4.693 0.226 0.086 0.0300
H 3.503 -0.844 1.026 0.0131
H 4.155 -1.431 -0.556 0.0202
H 3.765 2.481 -1.879 0.0174
H 1.962 2.789 -2.209 0.0075
H 2.870 1.674 -3.293 0.0130
Co -2.440 -0.248 1.004 1.9756
C -1.245 -1.953 0.895 -0.0614
C -1.649 1.131 1.934 0.0030
H -0.156 -1.759 0.986 0.0082
H -1.461 -2.738 1.644 -0.0026
H -1.422 -2.410 -0.098 0.0011
H -1.796 2.191 1.414 0.0109
H -0.628 1.239 2.465 0.0120
O -4.416 0.413 1.164 0.0361
N -4.724 -0.520 0.294 0.0059
O -5.856 -0.985 0.215 0.0087
O -3.696 -0.877 -0.405 0.0214

---

Record 4
25
Properties=species:S:1:pos:R:3:lowdin_spin:R:1 method="wB97M-V/def2-TZVPD" charge=-2 relative_energy_ev=0.000 orbital_gap_ha="0.16214 / 0.16255" lumo_ha="0.163 / 0.163" multiplicity=3
Pr 0.770 0.790 -2.001 2.0404
Cl 0.466 2.243 0.043 -0.0025
C -1.251 1.234 -3.332 -0.0089
C 3.092 1.389 -2.547 -0.0082
H -0.857 1.170 -4.339 -0.0010
H -1.939 0.453 -2.991 -0.0010
H -1.463 2.248 -2.929 -0.0007
H 3.090 1.291 -3.625 -0.0009
H 3.674 0.664 -1.966 -0.0006
H 3.078 2.412 -2.121 -0.0001
Zn 0.119 -0.359 0.701 0.0000
C 1.370 -0.720 2.265 -0.0003
C 0.667 -1.303 -0.935 -0.0152
H 2.013 -1.521 1.880 -0.0001
H 1.910 0.198 2.511 -0.0001
H 0.765 -1.071 3.104 0.0000
H 1.654 -1.836 -1.148 -0.0005
H -0.025 -1.954 -1.554 -0.0007
F -1.151 0.389 3.414 0.0001
Te -2.443 -0.753 2.649 0.0000
F -3.620 0.716 2.579 0.0001
F -1.307 -2.240 2.932 0.0000
F -2.987 -1.047 4.412 0.0000
F -3.809 -1.928 2.079 0.0000
O -1.815 -0.467 0.920 0.0000